Record 1
99
Properties=species:S:1:pos:R:3 method="wB97M-V/def2-TZVPD" total_energy_ev=-309154.5883 largest_force_ev_per_a=1.209 multiplicity=2 homo_lumo_gap_ev="6.73 / 5.55" charge=+1 de_lowest_ev=1.2221
H -1.459 5.818 -0.312
C 2.468 -2.132 -0.213
C 7.592 -1.197 -3.523
Br 6.587 -0.224 -5.988
N 7.581 -0.120 -0.019
C 6.605 0.959 -2.036
C -0.463 -3.533 3.161
H -2.156 -4.824 3.356
C 0.039 4.331 0.196
C 3.435 3.181 -2.167
N 2.136 -0.885 0.071
C 2.856 2.072 -4.700
C 3.679 2.072 1.540
H -0.569 2.760 1.570
H 3.910 2.327 -4.613
W 0.065 0.163 0.156
C -2.331 -3.479 1.683
O -2.097 -0.001 3.549
H 0.457 4.943 1.001
H 0.868 0.415 -4.771
C 7.292 -0.081 -1.424
H 2.757 1.401 -5.554
N -0.482 -1.983 1.340
C 4.508 -0.371 0.272
H 4.350 4.891 -1.250
H -7.085 5.143 -2.355
C -2.768 0.466 1.280
C 4.824 -1.694 -0.103
C -0.995 3.419 0.818
Br 1.704 -1.784 3.113
C 3.799 -2.568 -0.307
H 0.048 6.010 -1.220
O -0.549 0.518 2.033
H -1.508 2.818 0.072
H -5.838 6.146 -1.620
C 2.322 2.350 -2.264
H -3.300 -3.818 1.347
C 0.843 0.988 -3.844
C 7.829 -1.131 -2.162
H -5.458 0.797 -0.390
C -5.925 2.842 -0.854
H 3.331 2.946 2.070
C 0.089 -2.496 2.423
H -6.913 2.793 -0.415
H -2.144 -2.049 0.109
H 1.672 -2.850 -0.327
N 0.516 1.434 -0.921
C 5.449 0.627 0.708
C 6.416 0.916 -3.405
C 1.293 2.544 -1.292
C -0.645 5.281 -0.803
C 2.724 1.144 1.047
Ge -0.055 -1.866 -1.971
C 5.005 1.805 1.356
H -2.416 2.991 -2.455
H 5.763 2.476 1.738
Cl -0.132 -3.946 -1.271
C -3.395 2.961 -1.995
O -1.791 0.553 -2.349
H 7.970 -2.020 -4.112
Cl -1.368 -1.994 -3.656
H -3.271 1.432 1.404
H -3.524 -0.321 1.294
C 3.473 4.256 -1.296
C -5.109 1.724 -0.828
C -1.697 -4.028 2.785
H 4.262 3.023 -2.840
O -3.625 -0.792 -1.324
Cl 1.882 -1.927 -3.054
H -7.011 5.298 -0.605
H 0.338 0.386 -3.111
O 1.488 1.190 1.310
H -1.747 4.041 1.309
H 2.854 0.505 -3.234
C -1.806 0.296 2.427
H 2.337 5.470 0.045
H 6.253 1.812 -1.470
C -5.496 4.028 -1.448
H 5.922 1.729 -3.918
H -3.884 4.980 -2.492
S -2.801 0.382 -1.350
H 2.308 2.989 -4.927
H -1.069 4.706 -1.630
C -6.404 5.222 -1.506
C 2.252 1.393 -3.456
C -3.841 1.795 -1.391
C 1.235 3.737 -0.528
C -1.684 -2.480 0.988
H 0.060 -3.913 4.024
N -1.964 0.478 0.068
H 3.981 -3.603 -0.558
H 5.851 -2.026 -0.174
H 0.224 1.874 -4.008
C 6.885 -0.169 -4.135
C -4.225 4.068 -2.018
N 6.786 0.328 0.801
H 8.414 -1.890 -1.660
C 2.355 4.565 -0.552
C 3.163 -0.040 0.364

---

Record 2
43
Properties=species:S:1:pos:R:3 method="wB97M-V/def2-TZVPD" total_energy_ev=-102109.3311 largest_force_ev_per_a=2.825 homo_lumo_gap_ev=10.63 charge=-1 de_lowest_ev=2.1344
O 23.811 5.688 -1.306
O 20.651 11.993 -2.314
O 25.845 10.923 -6.468
H 25.445 3.110 -4.385
O 25.954 3.905 -4.226
H 18.836 7.022 -10.243
H 20.125 11.798 -1.538
O 23.658 9.545 -11.354
H 24.235 8.788 -11.448
H 23.494 5.311 -8.973
H 23.842 4.812 -0.921
H 25.318 4.616 -4.303
F 23.054 9.398 -4.571
O 19.964 4.254 -6.066
H 19.240 12.424 -4.783
F 22.456 10.233 -6.890
F 20.681 9.261 -5.310
F 23.808 7.931 -6.519
H 20.238 7.398 -2.181
H 18.969 9.361 -8.130
O 20.142 6.571 -1.708
F 21.943 7.111 -5.075
H 23.900 14.298 -9.681
H 19.520 5.080 -6.260
O 18.825 13.087 -5.336
H 17.876 7.547 -11.289
O 24.190 5.816 -9.393
O 23.453 14.145 -8.848
H 25.826 9.985 -6.280
H 21.395 11.395 -2.255
F 21.425 8.013 -7.397
H 23.321 9.481 -10.460
H 24.926 11.189 -6.459
H 22.891 5.818 -1.535
As 22.209 8.670 -6.013
H 20.767 4.514 -5.615
H 22.538 14.003 -9.090
O 18.779 7.254 -11.170
H 19.457 6.742 -1.062
O 18.388 10.009 -7.732
H 18.255 9.695 -6.838
H 19.311 13.049 -6.160
H 24.617 6.281 -8.673

---

Record 3
16
Properties=species:S:1:pos:R:3 method="wB97M-V/def2-TZVPD" total_energy_ev=-19125.9728 largest_force_ev_per_a=5.564 homo_lumo_gap_ev=9.02 de_lowest_ev=4.4485
H -1.255 -2.945 -0.769
C -1.268 -1.825 -0.308
H 1.480 -2.907 0.029
H -1.648 0.784 -0.669
H 1.083 3.109 0.185
C -1.343 0.233 0.340
H 1.778 2.237 1.295
N -2.025 -1.090 0.368
H -0.123 2.072 1.000
C 1.052 0.764 -0.226
C 0.941 2.042 0.668
S 1.154 -2.309 -1.277
N -0.122 -1.201 -1.077
C -0.010 -0.089 -0.208
H -1.688 0.820 1.365
H 1.993 0.305 -0.715

---

Record 4
11
Properties=species:S:1:pos:R:3 method="wB97M-V/def2-TZVPD" total_energy_ev=-7299.5627 largest_force_ev_per_a=0.484 homo_lumo_gap_ev=9.61 de_lowest_ev=4.1155
H -2.676 0.345 -0.913
H 1.146 -1.859 0.245
H -0.928 1.317 0.966
O 2.460 0.251 0.934
C -1.705 0.573 0.656
H 1.316 1.154 -0.456
H -0.285 -0.842 0.354
C 1.559 0.240 0.130
O -2.010 0.960 -0.561
H 0.492 -1.050 -1.223
C 0.688 -0.954 -0.150

---

Record 5
105
Properties=species:S:1:pos:R:3 method="wB97M-V/def2-TZVPD" total_energy_ev=-127617.4711 largest_force_ev_per_a=0.948 homo_lumo_gap_ev="5.33 / 5.33" charge=-2 de_lowest_ev=0.0000
H -4.028 1.217 4.182
C 1.035 1.011 -6.175
H -1.722 -3.016 3.783
C -5.382 -2.228 8.263
H -4.044 -1.804 -1.710
H -3.312 1.059 -3.124
C 3.601 -1.157 -4.024
Ni -0.237 0.370 -0.812
H 4.454 -1.842 -4.038
H 0.377 -2.500 0.087
H 2.342 5.589 -3.297
H -7.441 -2.896 9.999
H -4.927 -0.767 6.752
C -0.279 -2.133 0.862
H -0.151 -3.897 2.066
H 1.068 4.356 -3.425
H 2.166 4.648 -4.793
C 2.375 1.420 -6.786
C 4.426 0.080 -2.006
H -6.044 -2.336 10.949
C -3.341 0.800 3.453
H 3.304 4.497 -1.227
H 2.221 1.913 -7.750
C -1.575 -0.399 1.649
C -3.702 -3.900 6.842
C -2.043 0.998 1.408
C 1.956 0.669 1.458
H -3.543 -0.550 -3.846
Si 1.475 1.202 -3.398
N -0.747 -0.912 0.707
O 2.054 -0.056 -2.490
H 4.798 4.827 -3.291
C 3.298 -0.770 -2.578
C 3.123 -2.012 -1.721
H 0.260 0.180 -8.027
H 1.990 3.295 -1.288
C -2.949 1.539 2.378
N 2.344 -0.586 1.674
H -2.928 -2.274 -0.416
H 2.897 2.100 -6.114
H 3.845 -0.280 -4.628
C -1.991 -1.134 2.778
N -3.222 -2.239 5.189
C 4.470 3.843 -3.635
H -0.575 -2.842 -2.195
H 4.071 -2.553 -1.644
C 3.050 3.551 -3.156
H -3.303 2.549 2.218
H 2.737 -1.649 -4.472
N 2.267 1.680 2.394
C -0.598 -2.917 1.967
H 2.371 -2.673 -2.159
Si -1.836 -0.670 -2.054
O 3.447 -2.102 2.969
C -3.263 -1.437 -1.035
O 1.331 1.046 0.447
H 0.535 3.038 -5.586
C 3.000 3.525 -1.630
H 1.066 -0.993 -6.961
H -1.814 -2.764 -3.460
H 2.649 3.714 1.985
H -6.036 -1.555 8.801
H -0.549 -0.402 -6.552
H 4.525 1.005 -2.572
C 0.411 -0.120 -6.987
C -2.916 -0.522 3.711
N -3.479 -1.047 4.830
C 2.950 1.355 3.529
H -0.159 2.537 -7.143
S -0.192 2.048 -2.560
C 3.357 0.103 3.772
H 2.831 -1.715 -0.714
H -4.152 -5.371 8.345
C -2.798 0.156 -3.464
H -3.723 -0.702 -0.367
C -4.758 -1.775 7.104
H 3.889 -0.155 4.676
C -6.577 -3.222 10.586
H 5.369 -0.472 -2.063
O 2.715 2.276 -3.703
H -3.040 -4.544 6.275
H -6.925 -3.804 11.438
H 3.665 2.758 -1.237
H 3.004 0.539 -6.940
C 2.092 4.605 -3.703
C 1.810 3.039 2.181
O -1.650 1.619 0.416
C -1.452 -2.431 2.920
H 3.130 2.177 4.214
C -1.057 -2.181 -2.921
C 3.057 -0.945 2.785
H 4.218 0.311 -0.961
H -0.833 1.934 -5.605
H 5.160 3.089 -3.250
C 0.084 2.205 -6.129
O -5.732 -4.064 9.843
C -4.316 -4.362 7.990
O 1.243 0.480 -4.880
H 1.147 3.038 1.321
H -2.131 0.450 -4.277
C -3.909 -2.600 6.376
H 1.262 3.394 3.057
H -0.293 -1.854 -3.633
C -5.162 -3.525 8.710
H 4.509 3.820 -4.727

---

Record 6
21
Properties=species:S:1:pos:R:3 method="wB97M-V/def2-TZVPD" total_energy_ev=-13931.6886 largest_force_ev_per_a=2.193 homo_lumo_gap_ev="7.88 / 7.88" charge=+1 de_lowest_ev=1.2620
C -0.237 -0.328 1.623
N 3.448 1.998 -0.977
O 3.620 -0.379 -0.992
C -3.241 -1.398 -0.220
H -3.348 -1.608 -1.282
H -4.010 -0.681 0.078
C 3.411 0.736 -0.842
H 4.099 2.436 -1.629
H 2.057 0.804 1.801
H -1.612 -0.315 -1.925
H -3.393 -2.321 0.338
C -1.440 -0.867 1.313
C 0.573 0.299 0.621
C 0.017 0.268 -0.696
N -1.929 -0.860 0.052
C -1.193 -0.297 -0.931
H 0.116 -0.363 2.641
H -2.062 -1.326 2.066
H 2.855 2.578 -0.391
N 1.698 0.915 0.861
H 0.570 0.708 -1.509

---

Record 7
17
Properties=species:S:1:pos:R:3 method="wB97M-V/def2-TZVPD" total_energy_ev=-28027.0458 largest_force_ev_per_a=1.282 homo_lumo_gap_ev=8.84 de_lowest_ev=1.5457
C 0.943 -0.206 0.314
H 2.396 1.580 0.452
H -2.216 -0.796 1.469
C -1.169 -0.107 -1.000
H -1.437 0.928 -0.811
S 1.065 1.531 0.411
S 2.248 -1.175 0.391
H 0.405 -2.467 0.273
H 3.073 0.597 -2.181
H -2.066 -0.681 -1.213
H -1.287 0.704 1.646
C -0.475 -0.735 0.218
H -0.703 -0.806 2.372
H -0.516 -0.160 -1.868
C -1.218 -0.373 1.518
H 2.557 1.118 -1.911
O -0.480 -2.127 0.054

---

Record 8
16
Properties=species:S:1:pos:R:3 method="wB97M-V/def2-TZVPD" total_energy_ev=-8193.7801 largest_force_ev_per_a=4.452 smiles="[H]/N=N/N.CNC" homo_lumo_gap_ev=9.42 de_lowest_ev=3.0553
H -1.759 1.143 0.368
H 1.559 2.471 -1.821
N -0.385 -0.420 0.399
H -0.573 0.599 2.345
H 0.838 1.011 1.362
N 1.506 0.595 -1.616
H 1.528 -1.401 -1.823
N 2.043 1.601 -2.171
H 2.774 -0.540 -2.691
H 0.331 -0.266 -0.293
H -2.488 -0.508 0.571
C 0.198 0.189 1.623
N 2.086 -0.548 -1.972
H -1.891 0.019 -0.947
C -1.748 0.160 0.093
H 0.712 -0.729 2.038